1.
Here is one molecule with the formula C6H10 in a non-equilibrium geometry from OMol25. Energies are from ωB97M-V/def2-TZVPD.

Computed properties:
E	-234.5150	Ha
max |F|	4.87	eV/A
orbital gap	9.7	eV
E_LUMO	1.10	eV
HOMO	-0.3165	hartree

```
! RIJCOSX wB97M-V def2-TZVPD def2/J DEFGRID3
* xyz 0 1
C -0.63 -1.50 -1.08
C 0.08 -0.33 -1.08
C 1.10 -0.04 -2.10
C 0.10 0.59 0.19
C -0.24 0.20 1.40
C -0.47 1.00 2.54
H -0.56 -2.25 -1.78
H -1.34 -1.95 -0.27
H 1.91 0.82 -1.90
H 1.64 -0.88 -2.37
H 0.72 0.32 -3.07
H 0.30 1.66 -0.06
H -0.68 -0.93 1.40
H 0.03 0.57 3.41
H -1.54 1.18 2.85
H -0.13 1.99 2.63
*
```

Results of the natural (NBO) charge analysis, in e, for atoms 1 through 8:
1 C -0.391
2 C -0.022
3 C -0.647
4 C -0.216
5 C -0.163
6 C -0.665
7 H 0.187
8 H 0.194

2.
Here is one molecule with the formula C6H10 from OMol25. Energies are from ωB97M-V/def2-TZVPD.

Computed properties:
E	-234.5506	Ha
max |F|	0.23	eV/A
orbital gap	11.1	eV
E_LUMO	1.37	eV
HOMO	-0.3580	hartree

```
! RIJCOSX wB97M-V def2-TZVPD def2/J DEFGRID3
* xyz 0 1
C 0.08 -0.42 -1.72
C -0.81 0.79 -1.69
C -0.70 -0.08 -0.47
C 0.03 0.43 0.74
C -0.02 -0.34 2.03
C 1.26 -0.27 1.25
H 1.15 -0.26 -1.69
H -0.23 -1.28 -2.31
H -0.33 1.77 -1.65
H -1.73 0.77 -2.26
H -1.56 -0.71 -0.27
H 0.03 1.52 0.85
H -0.09 0.21 2.97
H -0.56 -1.28 2.03
H 2.08 0.32 1.63
H 1.56 -1.17 0.71
*
```

Results of the natural (NBO) charge analysis, in e, for atoms 1 through 8:
1 C -0.418
2 C -0.410
3 C -0.234
4 C -0.234
5 C -0.411
6 C -0.418
7 H 0.214
8 H 0.213

3.
Here is a 2-piece molecular cluster, C6H10 overall in a non-equilibrium geometry from OMol25. Energies are from ωB97M-V/def2-TZVPD.

Computed properties:
E	-234.4655	Ha
max |F|	6.14	eV/A
orbital gap	10.5	eV
E_LUMO	0.99	eV
HOMO	-0.3493	hartree

```
! RIJCOSX wB97M-V def2-TZVPD def2/J DEFGRID3
* xyz 0 1
C 1.32 1.35 -0.74
C 0.31 2.01 -0.76
C -0.80 2.84 -0.35
H 2.16 0.76 -0.52
H -0.81 3.14 0.68
H -1.73 2.18 -0.54
H -0.91 3.90 -0.83
C 0.76 -2.11 -0.72
C 0.19 -2.38 0.42
C -0.50 -1.19 1.10
H 1.05 -2.90 -1.34
H 0.88 -1.12 -1.01
H 0.09 -3.46 0.70
H 0.04 -0.73 2.03
H -1.42 -1.78 1.55
H -0.63 -0.51 0.34
*
```

Results of the natural (NBO) charge analysis, in e, for atoms 1 through 8:
1 C -0.258
2 C -0.001
3 C -0.699
4 H 0.237
5 H 0.241
6 H 0.240
7 H 0.242
8 C -0.410

4.
Here is C6H10 as an isolated structure in a non-equilibrium geometry from OMol25. Energies are from ωB97M-V/def2-TZVPD.

Computed properties:
E	-234.4131	Ha
max |F|	1.58	eV/A
orbital gap	5.4	eV
E_LUMO	-0.27	eV
HOMO	-0.2095	hartree

```
! RIJCOSX wB97M-V def2-TZVPD def2/J DEFGRID3
* xyz 0 1
C 0.41 0.88 1.62
C -0.23 0.71 0.37
C -1.02 1.59 -0.32
C -0.84 -1.27 -1.06
C 0.20 -0.49 -0.37
C 1.47 -0.99 -0.18
H 0.68 -1.21 0.72
H 0.15 1.79 2.14
H 0.73 0.05 2.23
H -1.36 1.37 -1.32
H -1.45 2.43 0.21
H -0.49 -2.18 -1.52
H -1.64 -1.47 -0.36
H 1.78 -1.89 -0.69
H -1.26 -0.61 -1.83
H 2.23 -0.32 0.19
*
```

Results of the natural (NBO) charge analysis, in e, for atoms 1 through 8:
1 C -0.743
2 C -0.133
3 C -0.577
4 C -0.683
5 C 0.255
6 C -0.493
7 H 0.353
8 H 0.202

5.
Here is one molecule with the formula C6H10 from OMol25. Energies are from ωB97M-V/def2-TZVPD.

Computed properties:
E	-234.6024	Ha
max |F|	0.22	eV/A
orbital gap	9.9	eV
E_LUMO	1.15	eV
HOMO	-0.3214	hartree

```
! RIJCOSX wB97M-V def2-TZVPD def2/J DEFGRID3
* xyz 0 1
C 2.22 0.10 0.03
C 0.73 0.13 0.00
C -0.06 1.20 -0.14
C -1.52 0.86 -0.17
C -1.55 -0.65 0.15
C -0.09 -1.14 0.08
H 2.63 -0.53 -0.76
H 2.65 1.10 -0.09
H 2.59 -0.31 0.98
H 0.31 2.22 -0.24
H -2.10 1.45 0.55
H -1.95 1.08 -1.17
H -1.95 -0.81 1.16
H -2.20 -1.20 -0.53
H 0.10 -1.77 -0.80
H 0.20 -1.75 0.95
*
```

Results of the natural (NBO) charge analysis, in e, for atoms 1 through 8:
1 C -0.636
2 C 0.020
3 C -0.203
4 C -0.430
5 C -0.396
6 C -0.435
7 H 0.214
8 H 0.217

6.
Here is C6H10 as an isolated structure in a non-equilibrium geometry from OMol25. Energies are from ωB97M-V/def2-TZVPD.

Computed properties:
E	-234.4564	Ha
max |F|	4.87	eV/A
orbital gap	9.7	eV
E_LUMO	1.00	eV
HOMO	-0.3201	hartree

```
! RIJCOSX wB97M-V def2-TZVPD def2/J DEFGRID3
* xyz 0 1
C 0.02 -0.86 1.41
C 0.15 -0.86 -0.08
C 0.51 -2.04 -0.70
C -0.25 0.41 -0.87
C -0.99 1.55 -0.18
C 0.53 1.66 -0.46
H -1.25 -1.28 1.69
H 0.85 -1.77 1.80
H 0.19 0.42 2.00
H 0.75 -2.95 -0.18
H 0.70 -2.05 -1.78
H -0.35 0.31 -1.97
H -1.17 1.45 0.98
H -1.69 2.14 -0.73
H 1.22 1.59 0.36
H 0.79 2.31 -1.28
*
```

Results of the natural (NBO) charge analysis, in e, for atoms 1 through 8:
1 C -0.656
2 C -0.027
3 C -0.423
4 C -0.264
5 C -0.418
6 C -0.416
7 H 0.236
8 H 0.246

7.
Here is C6H10 as an isolated structure from OMol25. Energies are from ωB97M-V/def2-TZVPD.

Computed properties:
E	-234.5229	Ha
max |F|	0.88	eV/A
orbital gap	10.7	eV
E_LUMO	1.20	eV
HOMO	-0.3505	hartree

```
! RIJCOSX wB97M-V def2-TZVPD def2/J DEFGRID3
* xyz 0 1
C -0.27 1.33 0.82
C 0.87 1.60 -0.11
C 0.35 0.23 -0.15
C -0.38 -0.54 -1.25
C -0.83 -1.41 -0.06
C 0.56 -1.11 0.57
H -1.16 1.97 0.73
H -0.02 1.20 1.88
H 1.84 1.86 0.28
H 0.51 2.15 -0.98
H 0.30 -1.13 -1.89
H -1.07 -0.01 -1.91
H -1.20 -2.42 -0.20
H -1.55 -0.79 0.48
H 1.32 -1.78 0.16
H 0.67 -1.05 1.66
*
```

Results of the natural (NBO) charge analysis, in e, for atoms 1 through 8:
1 C -0.442
2 C -0.421
3 C -0.023
4 C -0.398
5 C -0.384
6 C -0.387
7 H 0.213
8 H 0.204

8.
Here is one molecule with the formula C6H10 in a non-equilibrium geometry from OMol25. Energies are from ωB97M-V/def2-TZVPD.

Computed properties:
E	-234.5452	Ha
max |F|	1.18	eV/A
orbital gap	10.3	eV
E_LUMO	1.10	eV
HOMO	-0.3394	hartree

```
! RIJCOSX wB97M-V def2-TZVPD def2/J DEFGRID3
* xyz 0 1
C -2.18 -1.28 0.47
C -1.33 -0.27 0.46
C -0.34 -0.27 -0.67
C 0.84 0.54 -0.29
C 0.80 1.86 -0.43
C 1.88 -0.25 0.43
H -1.86 -2.21 0.00
H -3.22 -1.12 0.69
H -1.51 0.69 0.95
H -0.92 0.18 -1.48
H -0.10 -1.29 -0.99
H 1.58 2.50 -0.03
H -0.04 2.34 -0.93
H 2.54 0.38 1.02
H 2.47 -0.83 -0.30
H 1.39 -0.98 1.10
*
```

Results of the natural (NBO) charge analysis, in e, for atoms 1 through 8:
1 C -0.396
2 C -0.161
3 C -0.479
4 C 0.034
5 C -0.426
6 C -0.646
7 H 0.185
8 H 0.201

9.
Here is one molecule with the formula C6H10 in a non-equilibrium geometry from OMol25. Energies are from ωB97M-V/def2-TZVPD.

Computed properties:
E	-234.4845	Ha
max |F|	2.43	eV/A
orbital gap	10.1	eV
E_LUMO	1.15	eV
HOMO	-0.3300	hartree

```
! RIJCOSX wB97M-V def2-TZVPD def2/J DEFGRID3
* xyz 0 1
C 0.56 1.43 1.63
C 1.32 0.97 0.67
C 1.71 0.50 -0.47
C 0.12 0.21 -1.27
C -1.04 -0.27 -0.38
C -0.79 -1.53 0.45
H 0.18 2.44 1.53
H 0.49 0.90 2.57
H 2.82 0.48 -0.68
H 0.40 -0.61 -1.91
H -0.33 1.04 -1.87
H -1.67 -0.51 -1.27
H -1.60 0.48 0.20
H -0.37 -1.33 1.44
H -1.74 -2.05 0.58
H -0.08 -2.19 -0.07
*
```

Results of the natural (NBO) charge analysis, in e, for atoms 1 through 8:
1 C -0.546
2 C 0.091
3 C -0.335
4 C -0.337
5 C -0.417
6 C -0.614
7 H 0.221
8 H 0.222

10.
Here is one molecule with the formula C6H10 from OMol25. Energies are from ωB97M-V/def2-TZVPD.

Computed properties:
E	-234.5489	Ha
max |F|	0.46	eV/A
orbital gap	10.8	eV
E_LUMO	1.36	eV
HOMO	-0.3460	hartree

```
! RIJCOSX wB97M-V def2-TZVPD def2/J DEFGRID3
* xyz 0 1
C 0.67 -0.69 -1.56
C -0.69 -0.15 -1.91
C -0.39 -0.57 -0.50
C -0.14 0.53 0.49
C -0.57 0.46 1.93
C 0.89 0.38 1.59
H 1.50 0.00 -1.47
H 0.97 -1.67 -1.93
H -0.79 0.92 -2.10
H -1.35 -0.77 -2.52
H -0.86 -1.48 -0.12
H -0.17 1.52 0.03
H -0.99 1.36 2.37
H -1.02 -0.47 2.26
H 1.57 1.22 1.74
H 1.35 -0.60 1.69
*
```

Results of the natural (NBO) charge analysis, in e, for atoms 1 through 8:
1 C -0.420
2 C -0.412
3 C -0.234
4 C -0.224
5 C -0.413
6 C -0.425
7 H 0.212
8 H 0.213

- Which value of E does entry 10 give?
  -234.5489 Ha

- Look up the E_LUMO of the second one.
  1.37 eV

- Which of these has the lowest orbital gap?
  number 4